C42H94F6N5P | the ωB97M-V functional and the def2-TZVPD basis

```
! RIJCOSX wB97M-V def2-TZVPD def2/J DEFGRID3
* xyz 4 1
C -4.944 3.138 3.851
C -5.424 1.664 3.852
C -5.264 0.950 2.500
N -5.903 -0.421 2.504
C -5.453 -1.159 3.797
C -7.426 -0.284 2.503
C -7.839 -1.705 2.085
C -6.633 -2.327 1.358
C -5.629 -1.264 1.237
H -3.924 3.195 3.564
H -5.120 3.564 4.859
H -5.555 3.707 3.145
H -6.476 1.652 4.088
H -4.893 1.117 4.640
H -4.190 0.795 2.345
H -5.745 1.392 1.617
H -5.695 -2.225 3.617
H -6.133 -0.900 4.611
H -4.438 -1.008 4.092
H -7.831 -0.044 3.476
H -7.644 0.503 1.778
H -8.128 -2.364 2.922
H -8.742 -1.671 1.464
H -6.228 -3.007 2.114
H -6.862 -2.890 0.481
H -4.578 -1.523 1.275
H -5.752 -0.531 0.427
C 2.334 -3.994 -5.487
C 1.088 -3.632 -4.654
C 0.238 -4.804 -4.168
N -0.984 -4.341 -3.317
C -1.848 -3.323 -4.006
C -0.483 -3.756 -1.968
C -1.608 -3.973 -0.916
C -2.389 -5.175 -1.485
C -1.839 -5.539 -2.879
H 2.707 -3.071 -5.930
H 2.005 -4.584 -6.307
H 2.972 -4.602 -4.875
H 0.453 -2.973 -5.236
H 1.425 -3.056 -3.801
H 0.857 -5.429 -3.511
H -0.151 -5.381 -5.001
H -2.666 -3.256 -3.324
H -2.173 -3.692 -4.993
H -1.363 -2.376 -4.183
H -0.232 -2.696 -2.095
H 0.297 -4.461 -1.680
H -2.159 -3.048 -0.758
H -1.078 -4.147 0.050
H -3.443 -4.964 -1.573
H -2.281 -6.062 -0.842
H -2.577 -5.757 -3.659
H -1.027 -6.254 -2.927
C -1.831 4.607 -6.476
C -2.126 3.995 -5.087
C -0.769 3.547 -4.476
N -0.816 2.684 -3.159
C 0.575 2.225 -2.827
C -1.737 1.367 -3.376
C -2.956 1.639 -2.488
C -2.352 2.362 -1.265
C -1.418 3.394 -1.934
H -2.796 4.789 -6.968
H -1.229 3.933 -7.094
H -1.318 5.565 -6.368
H -2.788 3.146 -5.183
H -2.518 4.715 -4.398
H -0.223 4.420 -4.101
H -0.120 2.959 -5.128
H 1.130 3.118 -2.617
H 0.968 1.791 -3.750
H 0.518 1.572 -1.963
H -1.130 0.495 -3.023
H -1.907 1.382 -4.460
H -3.524 0.697 -2.326
H -3.655 2.327 -3.015
H -1.711 1.740 -0.645
H -3.078 2.928 -0.635
H -0.595 3.672 -1.265
H -1.963 4.285 -2.283
C 6.507 0.264 0.632
C 5.324 -0.700 1.119
C 5.847 -2.105 1.413
N 4.779 -3.157 1.810
C 5.397 -4.484 2.195
C 5.946 -5.175 0.995
C 4.870 -5.326 -0.114
C 4.301 -4.050 -0.636
C 3.809 -3.246 0.607
C 4.008 -2.647 3.027
H 7.100 -0.206 -0.160
H 7.139 0.420 1.524
H 6.190 1.226 0.233
H 4.587 -0.696 0.321
H 4.912 -0.249 2.020
H 6.497 -2.044 2.291
H 6.494 -2.553 0.625
H 6.085 -4.263 2.993
H 4.623 -5.007 2.715
H 6.766 -4.551 0.681
H 6.343 -6.177 1.202
H 5.299 -5.938 -0.899
H 4.038 -5.918 0.319
H 5.127 -3.537 -1.120
H 3.478 -4.198 -1.329
H 3.401 -2.262 0.350
H 2.991 -3.943 0.924
H 3.369 -1.775 2.810
H 4.743 -2.294 3.762
H 3.429 -3.479 3.475
C 3.586 2.809 -0.305
C 3.697 3.492 1.045
C 2.307 4.168 1.363
N 2.240 4.997 2.700
C 2.406 4.113 3.916
C 1.315 3.039 4.135
C 0.000 3.660 4.222
C -0.292 4.625 3.042
C 0.810 5.660 2.863
C 3.311 6.087 2.714
H 4.541 2.374 -0.569
H 3.495 3.637 -0.964
H 2.791 2.030 -0.242
H 4.437 4.285 1.089
H 3.810 2.747 1.851
H 1.552 3.340 1.429
H 1.998 4.849 0.556
H 3.374 3.631 3.796
H 2.470 4.730 4.829
H 1.379 2.360 3.309
H 1.534 2.420 5.025
H -0.824 2.951 4.338
H 0.136 4.308 5.106
H -0.528 4.136 2.104
H -1.193 5.254 3.151
H 0.577 6.206 1.916
H 0.982 6.289 3.740
H 3.292 6.778 1.845
H 4.294 5.610 2.804
H 3.239 6.717 3.611
P 0.206 -0.376 0.517
F -1.344 -0.468 0.795
F 0.102 1.189 0.147
F 0.517 -0.017 2.076
F 1.815 -0.337 0.191
F 0.436 -1.947 0.806
F -0.120 -0.641 -1.099
*
```

Calculated values
- ΔE to the lowest compared entry with this formula, charge and spin: 31.7 kcal/mol

Mulliken population analysis, charges in e, atoms 1 to 2:
1 C -1.356
2 C -0.300